Entry 1:
Computed, not measured: a 2-piece molecular cluster, C6H17ClN3O2P overall in a non-equilibrium geometry, with ωB97M-V with the def2-TZVPD basis set.

Geometry as XYZ:
```
30
Properties=species:S:1:pos:R:3
C 1.950 1.601 1.011
C 2.496 1.637 -1.398
C -0.172 -2.038 1.743
C -1.889 -0.410 2.375
C 1.778 0.910 -0.307
C -1.023 -0.774 1.238
N 0.397 0.784 -0.739
N -1.826 -1.029 0.040
N -0.085 -0.133 -1.468
O -1.878 -1.434 -2.887
O -1.302 0.754 -3.687
P -1.659 0.011 -2.219
Cl -2.481 -2.543 -0.066
H 1.877 0.984 1.949
H 2.986 1.952 1.171
H 1.196 2.358 1.082
H 2.277 2.765 -1.250
H 2.484 1.084 -2.394
H 3.556 1.419 -1.167
H -0.841 -2.825 1.891
H 0.558 -2.244 0.950
H 0.310 -1.742 2.633
H -2.730 0.204 2.221
H -1.260 0.081 3.197
H -2.286 -1.355 2.790
H 2.189 -0.105 -0.384
H -0.433 0.016 0.950
H -0.099 1.674 -0.824
H -2.089 -2.102 -2.233
H -2.004 0.502 -4.220
```

Results
LUMO (spin up / spin down) = -0.61 / 0.41 eV
E_tot = -36870.0814 eV
total charge = 0
relative energy (zero: lowest compared OMol25 entry of this formula, charge and spin) = 374.17 kJ/mol

Results of the Mulliken charge analysis, in e, for atoms 1 through 8:
1 C -1.329
2 C -1.309
3 C -1.463
4 C -1.374
5 C 0.383
6 C 0.881
7 N 0.226
8 N -0.092

Entry 2:
Computed, not measured: a single C2H5NOS molecule in a non-equilibrium geometry, with ωB97M-V with the def2-TZVPD basis set.

Geometry as XYZ:
```
10
Properties=species:S:1:pos:R:3
C 0.492 -0.072 -1.216
C -0.503 -0.573 -0.277
H -0.225 0.836 -1.210
H 0.532 -0.364 -2.139
H 1.450 0.155 -0.591
H -0.948 -1.157 1.477
H 1.256 1.406 1.879
N -0.109 -0.441 1.072
O -1.758 -1.186 -0.563
S -0.188 1.397 1.569
```

Results
LUMO = -0.41 eV
E_tot = -16524.1703 eV
total charge = 0
SMILES string = CC(=O)NS
relative energy (zero: lowest compared OMol25 entry of this formula, charge and spin) = 406.30 kJ/mol

Results of the Mulliken charge analysis, in e, for atoms 1 through 8:
1 C -0.876
2 C 0.517
3 H 0.291
4 H 0.461
5 H 0.180
6 H 0.363
7 H 0.190
8 N -0.404

Entry 3:
Computed, not measured: a single CH2ClNO2 molecule in a non-equilibrium geometry, with ωB97M-V with the def2-TZVPD basis set.

Geometry as XYZ:
```
7
Properties=species:S:1:pos:R:3
C 0.733 0.148 0.333
N -0.930 0.040 -0.353
O -1.087 -0.875 -1.098
O -1.686 0.930 -0.051
Cl 1.351 -1.459 0.007
H 1.019 0.958 -0.248
H 0.599 0.259 1.410
```

Results
LUMO = 0.58 eV
E_tot = -19173.1845 eV
total charge = 0
SMILES string = O=[N+]([O-])CCl
relative energy (zero: lowest compared OMol25 entry of this formula, charge and spin) = 312.17 kJ/mol

Atom-resolved charges from Mulliken, all expressed in e:
1 C -0.281
2 N 0.769
3 O -0.477
4 O -0.515
5 Cl -0.095
6 H 0.322
7 H 0.277

Entry 4:
Computed, not measured: C3H5O4Zn as an isolated structure in a non-equilibrium geometry, with ωB97M-V with the def2-TZVPD basis set.

Geometry as XYZ:
```
13
Properties=species:S:1:pos:R:3
O -0.575 -2.028 2.897
C 0.349 -1.498 2.354
O 0.244 -0.646 1.332
O 1.648 -1.568 2.630
H 1.825 -2.241 3.301
C -0.720 1.420 0.383
O 0.471 1.436 -0.289
C -1.110 0.029 0.856
H -1.742 1.419 -0.194
H -0.745 2.125 1.236
H -1.373 -0.629 0.019
H -1.776 0.039 1.725
Zn 1.710 0.305 0.444
```

Results
LUMO = -7.17 eV
E_tot = -59790.8596 eV
total charge = +1
relative energy (zero: lowest compared OMol25 entry of this formula, charge and spin) = 86.71 kJ/mol

Results of the Mulliken charge analysis, in e, for atoms 1 through 8:
1 O -0.432
2 C 0.726
3 O -0.271
4 O -0.419
5 H 0.374
6 C -0.064
7 O -0.596
8 C -0.328

Entry 5:
Computed, not measured: a single C11H12ClN molecule in a non-equilibrium geometry, with ωB97M-V with the def2-TZVPD basis set.

Geometry as XYZ:
```
25
Properties=species:S:1:pos:R:3
C 1.810 -0.573 1.932
C 1.080 -1.113 0.702
C -0.437 -1.145 0.727
C -1.082 -0.074 -0.118
C -1.430 1.172 0.436
C -2.041 2.138 -0.349
C -2.285 1.944 -1.694
C -1.899 0.735 -2.300
C -1.307 -0.252 -1.492
C 1.772 -1.575 -0.309
C 2.440 -2.063 -1.309
H 1.357 1.338 1.537
H 1.864 1.098 3.120
H 1.578 -1.273 2.735
H 2.881 -0.533 1.756
H -0.804 -2.137 0.335
H -0.808 -1.007 1.740
H -1.173 1.365 1.487
H -2.281 3.134 0.088
H -2.020 0.618 -3.382
H -1.044 -1.218 -1.902
H 2.760 -3.118 -1.312
H 2.770 -1.376 -2.089
N 1.260 0.738 2.350
Cl -2.962 3.178 -2.687
```

Results
LUMO = 0.84 eV
E_tot = -25612.6077 eV
total charge = 0
SMILES string = C=C=C(CN)Cc1ccc(Cl)cc1
relative energy (zero: lowest compared OMol25 entry of this formula, charge and spin) = 196.89 kJ/mol

Results of the Mulliken charge analysis, in e, for atoms 1 through 8:
1 C -0.901
2 C 0.763
3 C -1.278
4 C 0.387
5 C -0.189
6 C -0.662
7 C 0.397
8 C -0.720

Entry 6:
Computed, not measured: a 2-piece molecular cluster, C5H13N2O overall in a non-equilibrium geometry, with ωB97M-V with the def2-TZVPD basis set.

Geometry as XYZ:
```
21
Properties=species:S:1:pos:R:3
C -1.009 -1.553 -0.972
O -0.183 -1.587 0.116
C -0.544 -0.455 -1.950
N -1.282 -0.591 -3.232
H -1.090 -2.513 -1.526
H -2.094 -1.298 -0.663
H -0.700 0.552 -1.474
H 0.513 -0.683 -2.106
H -2.275 -0.534 -3.043
H -1.126 0.129 -3.905
C 1.888 2.082 1.070
C 1.219 0.699 1.292
C 0.378 0.445 2.328
N -0.213 -0.797 2.514
H 1.629 2.688 1.935
H 3.011 2.038 1.009
H 1.460 2.610 0.124
H 1.323 -0.158 0.590
H 0.333 1.091 3.189
H -0.972 -0.872 3.167
H -0.266 -1.295 1.537
```

Results
LUMO (spin up / spin down) = 0.82 / -2.40 eV
expectation value of S² = 0.767
E_tot = -10419.7911 eV
total charge = 0
2S+1 = 2
relative energy (zero: lowest compared OMol25 entry of this formula, charge and spin) = 240.66 kJ/mol

Results of the Mulliken charge analysis, in e, for atoms 1 through 8:
1 C -0.491
2 O -0.685
3 C -0.203
4 N -0.640
5 H 0.286
6 H 0.239
7 H 0.158
8 H 0.285

Entry 7:
Computed, not measured: a 2-piece molecular cluster, CH3IO2S2 overall in a non-equilibrium geometry, with ωB97M-V with the def2-TZVPD basis set.

Geometry as XYZ:
```
9
Properties=species:S:1:pos:R:3
C 0.102 0.004 -0.189
O -0.668 2.681 2.881
O -2.824 -0.584 1.983
S -2.007 2.076 2.954
S -1.572 -0.019 2.417
I -1.087 -0.904 4.665
H 0.547 0.893 0.208
H 0.488 -0.954 0.088
H -0.646 0.075 -0.950
```

Results
LUMO (spin up / spin down) = -1.35 / -2.09 eV
E_tot = -34947.6867 eV
total charge = 0
relative energy (zero: lowest compared OMol25 entry of this formula, charge and spin) = 364.11 kJ/mol

Results of the Mulliken charge analysis, in e, for atoms 1 through 8:
1 C -1.053
2 O -0.357
3 O -0.429
4 S 0.375
5 S 0.352
6 I 0.035
7 H 0.377
8 H 0.353

Entry 8:
Computed, not measured: an isolated ion of composition C5H10NS and charge +1 in a non-equilibrium geometry, with ωB97M-V with the def2-TZVPD basis set.

Geometry as XYZ:
```
17
Properties=species:S:1:pos:R:3
C 0.136 0.310 0.521
C -0.055 0.209 1.868
C 0.986 -0.363 -0.426
C -0.922 1.338 -0.489
C 1.309 -1.844 -0.016
N -2.208 1.763 -0.769
S -0.226 -0.259 -1.851
H -0.954 0.605 2.320
H 0.580 -0.229 2.551
H 1.901 0.324 -0.671
H -0.085 2.005 -0.886
H 0.297 -2.302 0.103
H 1.633 -1.888 1.083
H 2.054 -2.374 -0.590
H -2.406 2.769 -0.703
H -2.970 1.206 -0.350
H 0.558 0.044 -2.938
```

Results
LUMO = -4.37 eV
E_tot = -17662.4054 eV
total charge = +1
relative energy (zero: lowest compared OMol25 entry of this formula, charge and spin) = 377.94 kJ/mol

Results of the Mulliken charge analysis, in e, for atoms 1 through 8:
1 C 0.190
2 C -0.975
3 C 0.395
4 C -0.144
5 C -1.183
6 N -0.365
7 S -0.109
8 H 0.243

Entry 9:
Computed, not measured: C37H21F14N4O2PSSeTc as an isolated structure, with ωB97M-V with the def2-TZVPD basis set.

Geometry as XYZ:
```
82
Properties=species:S:1:pos:R:3
Tc -0.756 0.701 -0.398
N -7.745 3.726 -2.247
C -6.466 3.326 -2.255
C -5.483 4.081 -2.939
C -4.182 3.670 -2.966
C -3.814 2.490 -2.287
C -4.774 1.728 -1.600
C -6.077 2.138 -1.589
S -2.195 2.057 -2.331
O -1.501 2.432 -3.509
O -2.095 0.558 -1.932
N -1.419 2.543 -0.958
C -0.190 3.173 -0.791
N 0.551 2.359 0.005
C 1.768 2.784 0.384
C 2.212 4.015 -0.040
C 1.377 4.753 -0.881
N 0.169 4.335 -1.265
H -8.031 4.558 -2.731
H -8.455 3.190 -1.782
H -5.769 4.985 -3.460
H -3.444 4.244 -3.510
H -4.495 0.808 -1.108
H -6.824 1.541 -1.082
H 2.345 2.138 1.031
H 3.176 4.390 0.268
H 1.687 5.720 -1.257
F -0.725 -5.893 4.474
C -1.079 -6.053 3.192
F -2.405 -6.211 3.145
F -0.509 -7.181 2.750
C -0.629 -4.870 2.365
C -1.503 -4.246 1.488
C -1.068 -3.155 0.756
C 0.236 -2.690 0.902
C 1.123 -3.351 1.751
C 0.684 -4.437 2.488
P 0.758 -1.308 -0.132
C 1.180 -1.988 -1.748
C 0.511 -1.570 -2.893
C 0.826 -2.127 -4.125
C 1.805 -3.102 -4.199
C 2.474 -3.532 -3.058
C 2.162 -2.979 -1.832
C 2.191 -3.693 -5.538
F 3.305 -3.106 -5.998
F 2.433 -5.003 -5.431
F 1.228 -3.517 -6.447
C 2.276 -0.607 0.566
C 3.309 -0.194 -0.273
C 4.406 0.471 0.255
C 4.465 0.729 1.616
C 3.452 0.300 2.466
C 2.357 -0.364 1.939
C 5.591 1.570 2.170
F 5.222 2.871 2.137
F 6.704 1.449 1.450
F 5.864 1.262 3.437
H -2.517 -4.607 1.385
H -1.753 -2.672 0.069
H 2.150 -3.029 1.848
H 1.360 -4.946 3.162
H -0.273 -0.822 -2.849
H 0.306 -1.810 -5.018
H 3.228 -4.305 -3.132
H 2.678 -3.322 -0.943
H 3.267 -0.391 -1.337
H 5.212 0.790 -0.393
H 3.525 0.481 3.531
H 1.575 -0.709 2.603
F 1.193 2.196 5.746
C 0.419 1.762 4.779
C -0.096 2.658 3.852
F 0.192 3.945 3.945
C -0.904 2.192 2.833
F -1.397 3.064 1.961
C -1.192 0.836 2.700
Se -2.322 0.187 1.327
C -0.678 -0.043 3.656
F -0.940 -1.341 3.577
C 0.121 0.407 4.688
F 0.628 -0.441 5.566
```

Results
LUMO (spin up / spin down) = -8.27 / -7.92 eV
expectation value of S² = 3.818
E_tot = -174464.2898 eV
total charge = +2
2S+1 = 4
relative energy (zero: lowest compared OMol25 entry of this formula, charge and spin) = 63.16 kJ/mol

Results of the Mulliken charge analysis, in e, for atoms 1 through 8:
1 Tc 0.043
2 N -0.435
3 C 1.164
4 C -0.791
5 C -0.657
6 C -0.029
7 C -0.227
8 C -0.992

Entry 10:
Computed, not measured: a single C2H5N3S2 molecule in a non-equilibrium geometry, with ωB97M-V with the def2-TZVPD basis set.

Geometry as XYZ:
```
12
Properties=species:S:1:pos:R:3
C 1.485 -0.352 0.030
C -1.015 0.376 -0.015
H 0.274 -2.154 -0.035
H 2.026 -2.352 0.504
H 0.600 1.580 -0.144
H -2.801 1.133 -0.068
H -1.648 2.401 -0.042
N 1.194 -1.677 0.011
N 0.387 0.569 -0.152
N -1.801 1.428 0.104
S 3.008 0.236 -0.080
S -1.711 -1.187 -0.112
```

Results
LUMO = 0.26 eV
E_tot = -28295.6520 eV
total charge = 0
SMILES string = NC(=S)NC(N)=S
relative energy (zero: lowest compared OMol25 entry of this formula, charge and spin) = 97.98 kJ/mol

Results of the Mulliken charge analysis, in e, for atoms 1 through 8:
1 C 0.236
2 C 0.463
3 H 0.169
4 H 0.287
5 H 0.222
6 H 0.225
7 H 0.233
8 N -0.338

Entry 11:
Computed, not measured: a 2-piece molecular cluster, C5H6S2 overall in a non-equilibrium geometry, with ωB97M-V with the def2-TZVPD basis set.

Geometry as XYZ:
```
13
Properties=species:S:1:pos:R:3
C 1.066 -2.593 0.536
C 1.111 -1.478 1.000
C -0.235 1.261 0.341
C -1.401 0.464 -0.217
C 1.070 0.727 -0.133
S -1.028 0.425 -2.005
S 0.981 0.211 -1.690
H 1.033 -3.763 0.500
H -0.368 2.356 0.045
H -0.206 1.111 1.355
H -1.625 -0.617 0.014
H -2.419 1.003 -0.150
H 2.022 0.894 0.404
```

Results
LUMO (spin up / spin down) = -0.88 / -0.88 eV
E_tot = -26946.7025 eV
total charge = 0
relative energy (zero: lowest compared OMol25 entry of this formula, charge and spin) = 503.89 kJ/mol

Results of the Mulliken charge analysis, in e, for atoms 1 through 8:
1 C -0.293
2 C -0.509
3 C -0.553
4 C -0.498
5 C -0.088
6 S -0.096
7 S 0.038
8 H 0.276